[1]
A cluster of 10 separate species, C66H143N7O9 in total, computed with the ωB97M-V functional and the def2-TZVPD basis.

Summary:
Net charge = +4
ΔE to the lowest compared entry with this formula, charge and spin = 0.0 kJ/mol
Lowest unoccupied orbital energy = -7.495 eV
Gap between HOMO and LUMO = 0.2497 Ha
HOMO energy = -0.5251 Ha

Element x y z (Å)
C1 -23.35472 0.36280 -7.60893
C2 -22.88242 1.08479 -8.85325
C3 -23.94227 2.07159 -9.42510
N1 -23.54404 2.74037 -10.72966
C4 -24.53193 3.94113 -11.06356
C5 -24.55722 4.30490 -12.59835
C6 -24.64815 3.08607 -13.56481
C7 -23.48857 2.13135 -13.28598
C8 -23.28329 1.67705 -11.88765
C9 -22.20275 3.46174 -10.54738
H1 -22.49922 -0.12648 -7.14329
H2 -24.08326 -0.44367 -7.69222
H3 -23.76454 1.11882 -6.93917
H4 -22.72590 0.28257 -9.57439
H5 -21.97659 1.66810 -8.68796
H6 -24.08533 2.87932 -8.70732
H7 -24.96846 1.71489 -9.51334
H8 -25.51257 3.49929 -10.88686
H9 -24.27381 4.81180 -10.46073
H10 -25.45681 4.88432 -12.80599
H11 -23.66013 4.88106 -12.82501
H12 -25.55649 2.53685 -13.31706
H13 -24.66074 3.46120 -14.58815
H14 -23.75730 1.21417 -13.81008
H15 -22.61297 2.54003 -13.79037
H16 -24.19045 1.13640 -11.61774
H17 -22.34726 1.14222 -11.72673
H18 -22.16002 3.80677 -9.51432
H19 -22.23983 4.32493 -11.21194
H20 -21.45550 2.71753 -10.82284
C10 -30.04810 10.56234 -12.37704
C11 -28.85603 9.61287 -12.65100
C12 -29.05039 8.15230 -12.32259
N2 -27.82123 7.24813 -12.39474
C13 -28.20098 5.92253 -11.77225
C14 -29.09574 4.99350 -12.59527
C15 -28.50908 4.76563 -14.04105
C16 -28.26511 6.12639 -14.73411
C17 -27.33288 7.10292 -13.88447
C18 -26.66211 7.76068 -11.48602
H21 -29.98298 11.61528 -12.65123
H22 -30.08738 10.69718 -11.29612
H23 -31.02934 10.18718 -12.66775
H24 -27.98455 10.02998 -12.14638
H25 -28.39077 9.70966 -13.63195
H26 -29.94792 7.78357 -12.81915
H27 -29.22749 8.07053 -11.25018
H28 -28.70486 6.07117 -10.81720
H29 -27.26563 5.37044 -11.68058
H30 -30.12458 5.35177 -12.56003
H31 -29.23113 4.03848 -12.08763
H32 -29.23302 4.24033 -14.66400
H33 -27.59555 4.17117 -14.05448
H34 -29.21145 6.62133 -14.95222
H35 -27.75691 5.86769 -15.66304
H36 -27.34749 8.06067 -14.40465
H37 -26.34079 6.65571 -13.82243
H38 -26.98566 7.56955 -10.46285
H39 -26.33775 8.77056 -11.73707
H40 -25.73533 7.25740 -11.76148
C19 -17.84626 1.65316 -16.58947
C20 -17.65216 3.15177 -16.39072
C21 -18.21802 3.45829 -14.96759
N3 -17.96450 4.91212 -14.46264
C22 -18.48820 6.01463 -15.39887
C23 -19.96902 5.88279 -15.63753
C24 -20.75321 5.91251 -14.29462
C25 -20.22786 4.95538 -13.12350
C26 -18.70147 5.02407 -13.07198
C27 -16.48199 5.16089 -14.15152
H41 -17.11742 1.14298 -15.95970
H42 -17.60966 1.49309 -17.64138
H43 -18.88445 1.36646 -16.42195
H44 -18.37564 3.60849 -17.06607
H45 -16.64159 3.49927 -16.60538
H46 -17.73348 2.81787 -14.23058
H47 -19.28884 3.25654 -14.99475
H48 -17.96778 5.82584 -16.33782
H49 -18.19996 6.98005 -14.98297
H50 -20.14589 5.03755 -16.30265
H51 -20.23611 6.69501 -16.31359
H52 -21.80148 5.74457 -14.54166
H53 -20.71110 6.92604 -13.89578
H54 -20.45228 3.90387 -13.30253
H55 -20.51268 5.12681 -12.08543
H56 -18.22061 4.27614 -12.44152
H57 -18.43108 5.95418 -12.57211
H58 -16.20667 4.37700 -13.44597
H59 -16.38547 6.16848 -13.74711
H60 -15.91313 5.07547 -15.07737
C28 -28.69565 9.56722 -8.03876
C29 -27.24499 9.64177 -8.41202
C30 -26.40827 10.54350 -7.52315
N4 -24.99368 10.72204 -8.04008
C31 -24.15786 11.43847 -6.89248
C32 -22.85254 12.10101 -7.38600
C33 -22.99220 12.96649 -8.65328
C34 -23.72627 12.21404 -9.73961
C35 -25.12663 11.58478 -9.32790
C36 -24.34015 9.37309 -8.41517
H61 -28.78430 9.22565 -7.00746
H62 -29.19860 8.88114 -8.72026
H63 -29.25343 10.46790 -8.29518
H64 -27.09294 9.80137 -9.47949
H65 -26.92662 8.60455 -8.30749
H66 -26.24757 10.09687 -6.54192
H67 -26.86570 11.50625 -7.29516
H68 -24.72734 12.26733 -6.47202
H69 -24.25534 10.74699 -6.05555
H70 -22.41784 12.62454 -6.53449
H71 -22.11987 11.33637 -7.64410
H72 -23.68503 13.79276 -8.49399
H73 -22.06452 13.37777 -9.05122
H74 -23.94037 12.85787 -10.59270
H75 -23.05024 11.46641 -10.15451
H76 -25.86239 12.35383 -9.09269
H77 -25.56524 11.00904 -10.14291
H78 -23.25336 9.45330 -8.39167
H79 -24.67086 9.08290 -9.41242
H80 -24.58297 8.59867 -7.68757
C37 -21.07631 14.44865 -11.87317
C38 -21.34249 13.36396 -12.91769
C39 -19.98174 12.93681 -13.40519
N5 -19.99080 11.41647 -13.89406
C40 -18.46868 11.19875 -14.28414
C41 -18.12922 9.92200 -15.08160
C42 -18.98360 9.82411 -16.34068
C43 -20.46223 9.96503 -15.98817
C44 -20.80954 11.29896 -15.19269
C45 -20.60957 10.40046 -12.83538
H81 -21.93856 15.07611 -11.64749
H82 -20.35834 15.17638 -12.25135
H83 -20.61013 14.16091 -10.93085
H84 -21.83682 13.76910 -13.80064
H85 -21.97911 12.57049 -12.52625
H86 -19.22764 12.95012 -12.61826
H87 -19.63476 13.60903 -14.18994
H88 -18.03445 12.02647 -14.84486
H89 -17.92920 11.28251 -13.34071
H90 -17.06463 9.96802 -15.31103
H91 -18.38607 9.02065 -14.52510
H92 -18.66600 10.53511 -17.10338
H93 -18.79681 8.85167 -16.79628
H94 -21.07034 9.97776 -16.89268
H95 -20.82262 9.11523 -15.40847
H96 -20.63617 12.17338 -15.81993
H97 -21.83192 11.35604 -14.81910
H98 -20.13272 9.43251 -12.98962
H99 -21.69375 10.41741 -12.94657
H100 -20.36790 10.72531 -11.82337
C46 -19.38497 4.16479 -8.38503
C47 -19.87773 5.56231 -8.74482
C48 -18.95466 6.57378 -8.07304
N6 -18.96604 8.10041 -8.50100
C49 -20.35813 8.75885 -8.24627
C50 -20.61874 8.92598 -6.73011
C51 -19.37281 9.58918 -6.00064
C52 -18.06234 9.12013 -6.36969
C53 -17.74599 8.81499 -7.86249
C54 -18.66987 8.07940 -10.00143
H101 -19.11235 4.04459 -7.33654
H102 -18.56918 3.78983 -9.00308
H103 -20.19900 3.45240 -8.51906
H104 -20.88569 5.62731 -8.33507
H105 -19.83379 5.59669 -9.83339
H106 -17.90758 6.33630 -8.26098
H107 -19.10055 6.56103 -6.99292
H108 -21.15841 8.22927 -8.76318
H109 -20.28649 9.73739 -8.72107
H110 -20.71685 7.93992 -6.27607
H111 -21.48082 9.56950 -6.55462
H112 -19.54699 9.39617 -4.94210
H113 -19.47321 10.67240 -6.06884
H114 -17.77583 8.30008 -5.71127
H115 -17.30224 9.82863 -6.04048
H116 -16.85287 8.24973 -8.12877
H117 -17.63021 9.71650 -8.46414
H118 -19.45640 7.51365 -10.50083
H119 -17.70431 7.60082 -10.16503
H120 -18.77711 9.10525 -10.35389
C55 -28.76768 9.01945 -17.01927
C56 -27.47350 9.21972 -17.87895
C57 -26.27455 8.50793 -17.31583
N7 -24.98281 8.66080 -18.08649
C58 -23.97132 7.62461 -17.46646
C59 -22.70595 7.46600 -18.30180
C60 -23.12263 6.95891 -19.70288
C61 -24.04724 7.96078 -20.44223
C62 -25.28356 8.28555 -19.61448
C63 -24.42172 10.09322 -17.95417
H121 -29.62583 9.48483 -17.50414
H122 -28.64731 9.41450 -16.01053
H123 -29.03666 7.97599 -16.85511
H124 -27.28519 10.24558 -18.19560
H125 -27.82033 8.72519 -18.78628
H126 -26.52224 7.44728 -17.27386
H127 -26.06713 9.00378 -16.36756
H128 -24.47935 6.66080 -17.49927
H129 -23.78291 7.82656 -16.41203
H130 -22.06326 6.64729 -17.97812
H131 -22.09016 8.36527 -18.31674
H132 -23.63234 5.99551 -19.69086
H133 -22.22218 6.80049 -20.29634
H134 -24.36714 7.57911 -21.41182
H135 -23.58945 8.89496 -20.76756
H136 -25.96761 7.43692 -19.61485
H137 -25.80620 9.09933 -20.11717
H138 -25.20678 10.81967 -17.74431
H139 -23.92237 10.42669 -18.86387
H140 -23.77730 10.11922 -17.07545
O1 -24.79597 11.18645 -13.05491
C64 -24.75403 10.90123 -14.36079
O2 -24.62394 9.69763 -14.55289
O3 -24.88795 11.77806 -15.25220
H141 -24.76703 10.29014 -12.71228
O4 -23.26622 5.83432 -8.10932
C65 -24.58700 5.58180 -7.86423
O5 -25.38602 6.33406 -8.41389
O6 -24.87412 4.67956 -7.06031
H142 -23.30844 6.42507 -8.86485
O7 -23.09193 7.63225 -13.26018
C66 -22.89129 7.96750 -11.96565
O8 -23.39119 8.98074 -11.47480
O9 -22.21423 7.18421 -11.29094
H143 -23.64132 8.30047 -13.67643

[2]
A cluster of 13 separate species, C66H147F9N8O8 in total, computed with the ωB97M-V functional and the def2-TZVPD basis.

Summary:
Lowest unoccupied orbital energy = 0.401 eV
Gap between HOMO and LUMO = 0.2938 Ha
HOMO energy = -0.2791 Ha

Element x y z (Å)
C1 -6.23358 -2.11957 -0.07789
C2 -5.70151 -0.73500 0.45810
N1 -6.75262 0.29461 0.66778
C3 -6.33481 1.49695 1.49577
C4 -5.43976 2.41623 0.69686
C5 -7.60840 0.65085 -0.52137
C6 -8.90641 -0.13998 -0.57401
H1 -7.16866 -2.50638 0.32721
H2 -5.48778 -2.87711 0.16298
H3 -6.46928 -2.14148 -1.14188
H4 -5.01922 -0.93031 1.28540
H5 -4.99581 -0.30405 -0.25209
H6 -7.28448 1.92805 1.81260
H7 -5.92132 1.02451 2.38680
H8 -4.39976 2.10438 0.60068
H9 -5.74713 2.54850 -0.34051
H10 -5.67656 3.38220 1.14288
H11 -7.05035 0.58425 -1.45530
H12 -7.87538 1.70163 -0.40870
H13 -9.67264 0.28166 -1.22456
H14 -9.38318 0.15400 0.36106
H15 -8.82718 -1.21393 -0.74272
C7 -4.42217 6.76046 2.13743
C8 -3.16098 6.75020 3.06847
N2 -2.09869 5.80758 2.68241
C9 -2.50130 4.36158 2.74955
C10 -1.44897 3.35664 2.22516
C11 -0.90324 6.03606 3.49717
C12 -0.20094 7.32278 3.13986
H16 -5.24840 7.28151 2.62112
H17 -4.78210 5.74162 1.99424
H18 -4.13643 7.24610 1.20437
H19 -2.81005 7.77983 3.13773
H20 -3.44978 6.49928 4.08912
H21 -2.69970 4.07401 3.78204
H22 -3.37957 4.12127 2.15037
H23 -1.96962 2.45145 1.91269
H24 -0.86239 3.71986 1.38130
H25 -0.80740 3.15104 3.08202
H26 -0.20750 5.19707 3.48545
H27 -1.25635 6.13550 4.52358
H28 0.47899 7.19579 2.29744
H29 0.29430 7.83961 3.96188
H30 -0.81277 8.14838 2.77633
C13 -7.50291 -5.89087 0.46426
C14 -6.69628 -6.50386 -0.73206
N3 -5.47023 -5.78902 -0.95272
C15 -4.41047 -6.02428 0.08739
C16 -3.06043 -5.31538 -0.09121
C17 -4.88927 -6.32521 -2.21827
C18 -5.66157 -5.82468 -3.49491
H31 -7.16981 -6.16443 1.46542
H32 -8.52209 -6.27695 0.44650
H33 -7.48574 -4.80720 0.34828
H34 -6.50052 -7.55889 -0.54054
H35 -7.40235 -6.48312 -1.56221
H36 -4.75120 -5.69797 1.07000
H37 -4.13142 -7.07748 0.11912
H38 -2.57130 -5.22899 0.87904
H39 -2.53650 -5.97588 -0.78210
H40 -3.25246 -4.40051 -0.65178
H41 -4.82330 -7.41184 -2.27278
H42 -3.91955 -5.84898 -2.36307
H43 -5.71075 -4.73950 -3.40515
H44 -6.67389 -6.22531 -3.44207
H45 -5.11781 -6.12957 -4.38904
C19 -2.99990 -5.41984 4.29792
C20 -1.41182 -5.23120 4.22826
N4 -0.91506 -5.59069 2.87082
C21 0.20612 -4.72440 2.38777
C22 1.63281 -5.10673 2.90391
C23 -0.80135 -7.02774 2.75482
C24 -0.29423 -7.54606 1.36381
H46 -3.40511 -5.08940 3.34152
H47 -3.45155 -4.71187 4.99283
H48 -3.25150 -6.46905 4.45274
H49 -1.29165 -4.15327 4.33650
H50 -0.90913 -5.60933 5.11844
H51 -0.07824 -3.70755 2.65842
H52 0.22653 -4.71463 1.29801
H53 2.39145 -4.34187 2.73790
H54 2.05345 -6.07403 2.62916
H55 1.52062 -5.18424 3.98535
H56 -0.09040 -7.36317 3.50989
H57 -1.70727 -7.57383 3.01787
H58 -1.06812 -7.41126 0.60815
H59 0.59622 -7.03101 1.00337
H60 -0.10457 -8.61944 1.36387
C25 -0.41962 3.86767 6.53989
C26 1.01520 3.45506 5.97909
N5 1.60520 2.30187 6.60160
C27 0.69635 1.15519 6.59870
C28 1.32339 -0.04041 7.35794
C29 2.99924 2.04846 6.01886
C30 3.97190 3.08144 6.67492
H61 -0.69997 4.75109 5.96623
H62 -0.44760 4.31965 7.53136
H63 -1.27208 3.25268 6.25145
H64 1.01195 3.39026 4.89102
H65 1.66650 4.28619 6.24954
H66 -0.20973 1.41944 7.14395
H67 0.49247 0.88019 5.56386
H68 0.54869 -0.75092 7.64627
H69 1.94798 -0.76575 6.83653
H70 1.85383 0.32015 8.23926
H71 2.92256 2.10863 4.93322
H72 3.31574 1.05337 6.33146
H73 4.86676 3.14130 6.05545
H74 4.22799 2.88325 7.71571
H75 3.75174 4.12462 6.44822
C31 3.49375 -1.56819 4.23525
C32 4.84638 -2.24679 3.82411
N6 6.04615 -1.42340 3.73811
C33 7.27024 -2.20985 3.77656
C34 8.56937 -1.35279 3.84148
C35 5.96067 -0.24290 2.85154
C36 5.65328 -0.67542 1.43838
H76 2.70796 -2.31986 4.31033
H77 3.18185 -0.78537 3.54386
H78 3.65598 -1.05992 5.18575
H79 4.93619 -3.15896 4.41402
H80 4.67360 -2.75047 2.87303
H81 7.46914 -2.94565 4.55575
H82 7.30435 -2.78229 2.84961
H83 9.51513 -1.89352 3.80629
H84 8.66029 -0.69798 2.97484
H85 8.58609 -0.68210 4.70055
H86 6.91561 0.28166 2.81927
H87 5.14103 0.38625 3.19861
H88 6.36601 -1.38616 1.02008
H89 5.76280 0.16210 0.74943
H90 4.59285 -0.87306 1.28181
C37 3.99741 1.94441 -0.50707
C38 3.74393 3.06706 0.58017
N7 4.45022 4.31757 0.42585
C39 5.92152 4.25901 0.54262
C40 6.66118 5.44148 0.00027
C41 3.83932 5.30023 1.30790
C42 2.49550 5.76666 0.89857
H91 3.44229 1.04108 -0.25424
H92 5.07191 1.82243 -0.64376
H93 3.70612 2.37613 -1.46460
H94 2.67470 3.27363 0.53354
H95 3.85489 2.55756 1.53735
H96 6.26053 4.00878 1.54789
H97 6.23111 3.43142 -0.09561
H98 6.42451 6.25791 0.68256
H99 7.74659 5.34402 0.02237
H100 6.41997 5.79722 -1.00142
H101 4.44328 6.19827 1.43774
H102 3.64718 4.81834 2.26653
H103 2.29667 6.64182 1.51716
H104 1.58846 5.18824 1.07411
H105 2.59477 6.03143 -0.15411
C43 -2.69139 1.20948 -5.27673
C44 -3.31380 2.33941 -6.09506
N8 -2.50474 2.88219 -7.28678
C45 -1.16321 3.35351 -6.76503
C46 -0.03787 2.33807 -6.71030
C47 -3.34699 4.04578 -7.72529
C48 -3.02434 4.53445 -9.12732
H106 -3.19430 0.74071 -4.43089
H107 -1.87454 1.69424 -4.74207
H108 -2.28225 0.38153 -5.85569
H109 -4.29802 2.10300 -6.49945
H110 -3.63004 3.09235 -5.37314
H111 -1.24358 3.80359 -5.77556
H112 -0.78153 4.16110 -7.38971
H113 0.13395 1.85678 -7.67308
H114 -0.16135 1.52626 -5.99350
H115 0.91514 2.86537 -6.66736
H116 -4.39324 3.78171 -7.87928
H117 -3.35246 4.72300 -6.87121
H118 -2.20636 5.22585 -8.92490
H119 -2.70573 3.64007 -9.66276
H120 -3.89138 4.98590 -9.60954
C49 0.56994 -0.40701 -2.79045
C50 -0.58179 -0.38624 -1.72148
O1 0.06333 -0.63067 -0.43476
C51 -0.57554 -0.36214 0.63715
O2 -1.73675 -0.00940 0.60733
C52 0.18482 -0.63203 1.95822
F1 -0.62752 -1.12808 2.87964
F2 1.19803 -1.45872 1.87915
F3 0.58915 0.49751 2.54529
H121 0.23085 -0.28742 -3.81944
H122 1.19490 -1.30003 -2.79448
H123 1.15415 0.48262 -2.55513
H124 -1.27886 -1.17867 -1.99395
H125 -0.97871 0.62740 -1.77709
C53 5.28032 -4.90402 0.81790
C54 4.85938 -5.79245 -0.43844
O3 4.21844 -5.06667 -1.53736
C55 4.90332 -4.42284 -2.54233
O4 6.09174 -4.55151 -2.73778
C56 4.00857 -3.64010 -3.51547
F4 4.42612 -2.39324 -3.58449
F5 4.16397 -4.08183 -4.74245
F6 2.67420 -3.63971 -3.16665
H126 5.25520 -5.48525 1.73966
H127 4.41438 -4.24689 0.89812
H128 6.14928 -4.25658 0.70027
H129 4.08716 -6.52083 -0.19096
H130 5.64582 -6.44690 -0.81434
C57 7.78958 0.47398 -6.56585
C58 6.76652 1.21594 -7.51807
O5 5.80201 1.82779 -6.69528
C59 4.70092 1.20081 -6.18399
O6 4.34063 0.11569 -6.56058
C60 3.70337 2.01916 -5.27841
F7 4.12454 2.00206 -4.08172
F8 3.57033 3.30247 -5.78257
F9 2.50932 1.35408 -5.19885
H131 7.26146 -0.02996 -5.75638
H132 8.46632 1.19554 -6.10818
H133 8.37151 -0.33364 -7.00992
H134 6.34791 0.57120 -8.29084
H135 7.35527 1.93547 -8.08705
C61 0.40733 -3.93613 -6.46071
C62 -0.37298 -3.40145 -5.30757
O7 -0.62828 -2.22275 -5.07276
C63 -0.97367 -4.45444 -4.29129
H136 -0.24498 -4.22723 -7.28402
H137 0.83478 -4.86272 -6.07756
H138 1.16635 -3.22634 -6.78964
H139 -1.07531 -5.45193 -4.71883
H140 -1.89381 -4.00152 -3.92210
H141 -0.25925 -4.50711 -3.46974
C64 -2.44183 3.27906 -1.67952
C65 -3.69988 4.17225 -1.99174
O8 -4.33090 3.98337 -3.02074
C66 -3.94585 5.32364 -0.99772
H142 -2.42373 2.58278 -2.51795
H143 -2.59307 2.73233 -0.74876
H144 -1.48233 3.79232 -1.61598
H145 -3.88755 4.95642 0.02691
H146 -4.90112 5.79179 -1.23522
H147 -3.13447 6.04471 -1.09678

Among the records above, which one has the lowest HOMO energy?
C66H143N7O9